A 6-piece molecular cluster, C41H58BrF18IN3O12 overall in a non-equilibrium geometry, computed with ωB97M-V/def2-TZVPD.

The geometry in XYZ format:
```
134
Properties=species:S:1:pos:R:3:forces:R:3
C -6.016539 -0.141600 -5.667837 0.62 -0.46 -0.01
C -4.549622 -0.488082 -5.555381 -0.44 0.22 -0.24
C -3.619564 0.374403 -6.349922 0.09 0.26 0.22
C -4.146458 -1.517350 -4.822519 0.28 0.31 -0.34
C -2.715733 -1.650902 -4.368376 -0.43 -0.98 0.32
C -2.605148 -2.591702 -3.149532 0.16 0.65 -0.36
C -1.476286 -2.187260 -2.187565 -0.59 -0.03 0.31
C -0.253180 -3.063231 -2.348963 0.29 0.01 -0.03
C -2.019332 -2.191946 -0.747528 0.40 -0.29 -0.35
C -1.077759 -1.439191 0.174175 -0.07 0.08 0.20
C -1.460694 -1.458477 1.665871 -0.92 -1.55 -0.27
F -1.241144 -2.764417 2.033331 0.51 -0.06 0.41
C -2.968502 -1.313374 1.895238 -0.25 0.00 -0.15
Br -4.279849 -2.592679 1.687804 0.43 0.17 0.10
N -3.242541 -0.143955 2.317540 0.46 -0.78 0.06
C -2.018030 0.696444 2.472277 -1.35 2.55 -0.19
N -2.325114 1.521588 3.635149 0.46 -1.12 0.47
C -2.063422 1.653351 1.239867 0.75 0.00 -0.30
C -1.002681 2.781985 1.255556 -0.48 -0.12 0.07
C -0.206592 2.883184 -0.032263 0.35 0.37 0.60
I 1.322501 4.373015 0.251745 -0.21 -0.20 -0.22
C -0.873889 -0.338436 2.585071 0.41 0.23 -0.17
C -0.485026 -0.801114 4.020231 -0.54 -2.07 1.30
O -0.241496 -1.968518 4.252225 -0.23 1.63 -0.54
N -0.367039 0.162244 5.068208 1.14 0.18 -1.17
C 0.782884 -0.046433 5.867311 0.50 -2.39 3.26
O 0.915488 -0.846663 6.772517 -0.47 2.15 -2.78
F 1.786988 0.800142 5.555483 -0.82 -0.04 0.06
C 0.486113 0.108596 1.995577 0.56 -0.41 0.28
C 1.504328 -1.030737 1.915029 -0.32 0.15 -1.03
F 1.033498 1.073069 2.829157 -0.14 0.57 0.33
H -6.496671 -0.434952 -4.743118 -0.42 -0.16 0.00
H -6.437429 -0.674387 -6.515228 -0.39 0.09 -0.15
H -6.153950 0.927148 -5.785682 0.10 -0.24 -0.14
H -3.288522 1.257786 -5.802518 0.03 0.13 0.10
H -4.145461 0.736235 -7.227647 -0.07 0.09 -0.19
H -2.739305 -0.158951 -6.690316 0.18 -0.11 0.03
H -4.899921 -2.244071 -4.552935 0.00 -0.08 0.66
H -2.060538 -2.015752 -5.154534 0.27 0.22 -0.21
H -2.411780 -0.667896 -4.026886 0.34 0.26 -0.27
H -2.471459 -3.615891 -3.481471 -0.10 -0.25 0.03
H -3.560414 -2.513507 -2.639209 -0.17 -0.22 0.21
H -1.197881 -1.155348 -2.403907 0.08 0.18 -0.15
H 0.121416 -2.987326 -3.363516 0.08 -0.02 -0.23
H -0.472846 -4.110080 -2.161138 -0.16 -0.17 0.06
H 0.571826 -2.786482 -1.695448 0.10 0.10 0.09
H -3.030848 -1.796278 -0.741619 -0.08 0.33 -0.05
H -2.095557 -3.235240 -0.449100 -0.08 -0.16 0.28
H -0.886734 -0.442391 -0.205779 -0.17 0.19 -0.04
H -0.129349 -1.961566 0.147170 0.27 0.00 0.10
H -4.195729 0.131533 2.527019 0.06 0.34 0.12
H -3.210002 1.987162 3.509329 0.00 0.36 -0.01
H -1.606363 2.197346 3.838766 -0.09 0.31 -0.13
H -3.033997 2.134944 1.288963 -0.34 -0.11 0.01
H -2.033779 1.150384 0.274857 0.00 -0.29 0.01
H -1.517346 3.728715 1.370889 -0.10 0.21 0.10
H -0.372058 2.703374 2.132773 0.36 -0.08 -0.04
H -0.853864 3.198236 -0.835635 0.02 0.11 -0.34
H 0.319367 1.978774 -0.305946 0.04 -0.15 -0.13
H -0.311035 1.102398 4.699841 -0.10 -0.02 0.07
H 0.372230 0.591129 1.037586 -0.24 0.01 -0.15
H 1.877646 -1.051836 0.896072 0.25 -0.06 -0.14
H 2.354774 -0.830733 2.549751 0.01 -0.04 0.39
H 1.064466 -2.000544 2.098714 0.10 -0.20 0.38
C -7.916140 5.619929 -9.835630 -0.27 -0.17 0.18
C -6.709437 5.225120 -9.011966 0.12 0.33 -0.52
O -7.092416 4.669647 -7.734443 0.05 0.08 0.24
C -7.544083 3.429110 -7.749101 0.27 0.41 -0.58
O -7.652609 2.733487 -8.716985 -0.03 -0.08 0.52
C -7.872963 3.014587 -6.303102 -0.23 -0.07 0.45
F -8.609147 3.936072 -5.683441 0.03 0.21 -0.06
F -6.738632 2.853692 -5.596319 0.00 0.41 -0.09
F -8.543941 1.872373 -6.245413 -0.04 -0.22 -0.23
H -8.548368 6.310172 -9.276337 0.08 0.10 -0.03
H -7.601011 6.098153 -10.761618 0.05 0.03 0.02
H -8.525773 4.754033 -10.088156 0.08 -0.04 -0.07
H -6.112723 6.104130 -8.781210 -0.02 -0.05 0.25
H -6.066977 4.523364 -9.542543 -0.11 -0.17 0.08
C 4.505228 0.618590 4.007353 0.35 0.19 -0.32
C 5.569735 0.014540 4.901068 -0.53 -0.17 0.15
O 6.893372 0.269892 4.399955 0.16 -0.10 -0.09
C 7.356093 1.497221 4.589616 -0.30 -0.25 0.14
O 6.784362 2.393033 5.130254 0.06 0.28 0.05
C 8.781932 1.605142 4.031252 0.48 0.10 -0.30
F 8.860247 1.117926 2.789092 -0.14 -0.11 -0.05
F 9.638984 0.913535 4.794754 -0.22 -0.11 0.12
F 9.192091 2.864555 3.995631 -0.12 0.15 0.13
H 4.619932 0.259426 2.981681 0.01 -0.09 0.04
H 3.518781 0.356130 4.367807 -0.01 -0.09 0.04
H 4.580527 1.704657 3.977185 -0.03 0.01 0.10
H 5.467230 -1.068157 4.924553 0.23 -0.02 -0.07
H 5.485019 0.370664 5.927404 0.11 0.15 -0.04
C 2.247371 -0.564654 9.841395 0.24 0.27 0.09
C 2.992930 -1.823897 9.458923 -0.58 -0.09 0.04
O 4.378043 -1.555281 9.164063 0.13 -0.02 -0.22
C 5.174123 -1.348711 10.203201 -0.42 -0.12 -0.11
O 4.859934 -1.369005 11.352361 0.15 0.02 0.25
C 6.608100 -1.103394 9.709570 0.37 0.11 -0.06
F 6.634365 -0.191335 8.727289 -0.09 0.05 -0.08
F 7.135886 -2.234918 9.228502 -0.07 -0.12 -0.05
F 7.383457 -0.670920 10.690508 -0.02 0.03 0.16
H 2.355334 0.186935 9.058327 -0.10 -0.06 -0.07
H 1.189110 -0.778628 9.985346 0.00 -0.05 -0.07
H 2.635129 -0.130765 10.761759 -0.01 -0.11 0.06
H 2.574384 -2.236776 8.544089 0.20 0.03 -0.11
H 2.915736 -2.590890 10.228854 0.20 0.08 0.11
C -8.627392 -0.018416 -9.033394 0.12 -0.52 -0.52
C -9.865285 -0.799101 -9.423017 0.01 0.21 0.58
O -9.823967 -1.211991 -10.802867 -0.12 0.03 -0.17
C -9.033843 -2.236353 -11.077281 -0.14 0.20 0.35
O -8.366561 -2.846476 -10.297492 0.16 -0.23 -0.04
C -9.115890 -2.569544 -12.574350 0.05 -0.07 -0.40
F -8.965925 -1.474224 -13.324872 0.01 0.12 0.03
F -10.304195 -3.109137 -12.866854 -0.12 -0.01 0.09
F -8.173510 -3.436410 -12.920382 0.11 -0.08 0.09
H -8.490712 0.826334 -9.696508 -0.10 0.13 0.00
H -8.709705 0.336688 -8.016694 -0.09 0.10 0.17
H -7.733808 -0.638884 -9.110978 -0.05 -0.07 0.08
H -10.746264 -0.167727 -9.330427 -0.06 -0.04 -0.25
H -10.018856 -1.667452 -8.782094 0.11 -0.12 -0.14
C 12.586218 0.529116 5.120034 0.44 -0.10 -0.14
C 12.267686 -0.514502 6.168501 -0.37 0.47 -0.01
O 13.069831 -1.699723 6.004748 -0.04 -0.21 -0.04
C 14.327972 -1.611477 6.408800 -0.37 0.23 0.01
O 14.850805 -0.656509 6.895520 0.26 0.04 0.12
C 15.037408 -2.956245 6.191092 0.23 -0.32 -0.11
F 14.830726 -3.420713 4.954523 -0.08 0.03 -0.09
F 14.578946 -3.870342 7.054401 -0.12 0.01 0.09
F 16.345177 -2.839082 6.371901 0.09 0.13 0.06
H 12.474304 0.109278 4.119420 -0.14 0.01 0.01
H 11.924343 1.384123 5.221641 -0.02 0.00 0.04
H 13.613095 0.880599 5.208173 -0.01 0.01 0.11
H 11.235675 -0.841678 6.064892 0.07 -0.24 -0.03
H 12.385466 -0.122820 7.178463 0.21 -0.05 0.00
```
Forces are in eV/Å.

Its multiplicity is 1. The HOMO-LUMO gap comes out at 5.977 eV. Its lowest unoccupied orbital energy is -4.7305 eV. As for the total charge: +1.

These are the Löwdin partial charges, in e, on atoms 1 to 5:
1. C -0.05
2. C -0.35
3. C -0.05
4. C -0.09
5. C -0.18

A single C2H2N2O2S molecule in a non-equilibrium geometry, computed with ωB97M-V/def2-TZVPD.

The geometry in XYZ format:
```
9
Properties=species:S:1:pos:R:3:forces:R:3
O -1.529370 0.087647 -2.018424 2.93 -0.93 2.38
C -0.678841 -0.171320 -1.137135 -2.91 1.18 -2.12
N 0.383968 0.590292 -0.668865 0.16 0.19 -1.22
C 0.707487 0.071049 0.454021 0.56 3.03 -0.18
S 1.825223 0.855898 1.594730 0.02 0.31 -0.10
O 0.018929 -0.931347 0.872358 -0.99 -2.57 0.19
N -0.802364 -1.320711 -0.303870 0.20 0.62 1.36
H 1.824031 2.173122 1.111544 -0.32 -1.59 -0.05
H -1.749062 -1.354629 0.095642 0.36 -0.25 -0.27
```
Forces are in eV/Å.

Its multiplicity is 1. The HOMO-LUMO gap comes out at 10.529 eV. The SMILES is O=c1nc(S)o[nH]1. Its lowest unoccupied orbital energy is 0.0457 eV.

These are the Löwdin partial charges, in e, on atoms 1 to 5:
1. O 0.05
2. C -0.49
3. N 0.14
4. C -0.80
5. S 0.84

C10H13IrNO5 as an isolated structure in a non-equilibrium geometry, computed with ωB97M-V/def2-TZVPD.

The geometry in XYZ format:
```
30
Properties=species:S:1:pos:R:3:forces:R:3
Ir 0.461338 0.289420 0.667269 -2.18 -0.81 -1.02
O -0.812396 -2.161712 2.099504 1.32 3.18 -1.33
C -0.308647 -1.160760 1.796111 -1.36 -3.57 2.90
C 1.275859 1.346416 -0.771520 3.52 3.46 -3.37
O 1.690946 1.697208 -1.808846 -2.08 -1.57 3.09
C -1.101906 1.312064 0.468578 -5.00 2.87 -1.67
O -1.980201 2.013759 0.200616 2.44 -2.02 0.92
C 0.906811 -1.060741 -0.552215 0.56 -3.52 -4.19
O 1.161185 -1.773767 -1.424700 -0.59 1.81 2.58
C -2.977772 -1.245670 -2.532246 -0.80 -3.03 4.78
H -2.402350 -2.134949 -2.322508 -0.53 -0.98 -0.71
H -3.465536 -0.915782 -1.626489 -1.38 0.09 -0.40
C -2.407553 -0.378068 -3.334484 3.40 3.68 -2.40
H -2.442846 0.681864 -3.146928 -0.95 0.48 -0.44
H -1.472525 -0.658982 -3.784033 -0.09 -0.36 -1.22
C 4.482607 1.954374 3.762580 0.30 -0.64 0.15
N 3.860953 0.975919 2.853159 0.99 0.20 -0.23
C 4.529665 -0.115278 2.151396 1.71 -0.88 0.10
C 2.578565 1.054627 2.414386 -1.59 -3.11 -3.44
C 1.471655 1.915413 2.732566 -0.29 1.67 1.51
O 2.330374 0.161603 1.487292 2.36 1.99 3.42
H 5.529304 1.648231 3.962034 -0.72 0.21 -0.15
H 3.897059 2.009212 4.706684 0.20 -0.10 -0.42
H 4.443640 2.961165 3.301411 -0.02 -0.30 -0.01
H 3.979605 -1.058457 2.382893 0.57 0.56 -0.08
H 4.424551 0.030501 1.048844 0.27 -0.02 0.85
H 5.598421 -0.237429 2.393185 -0.57 0.46 0.30
H 1.267318 2.615871 1.918508 0.35 0.17 -0.07
H 0.551479 1.335892 2.859109 0.17 -0.17 0.33
H 1.612512 2.497413 3.634958 -0.02 0.23 0.24
```
Forces are in eV/Å.

Its multiplicity is 5. The HOMO-LUMO gap (spin up / spin down) comes out at 5.286 / 6.100 eV. Its lowest unoccupied orbital energy (spin up / spin down) is -11.0649 / -15.0038 eV. Its expectation value of S² is 6.0390. As for the total charge: +3.

These are the Löwdin partial charges, in e, on atoms 1 to 5:
1. Ir 1.23
2. O 0.18
3. C -0.20
4. C -0.24
5. O 0.17

Please write out number 3 again, unchanged.
C10H13IrNO5 as an isolated structure in a non-equilibrium geometry, computed with ωB97M-V/def2-TZVPD.

The geometry in XYZ format:
```
30
Properties=species:S:1:pos:R:3:forces:R:3
Ir 0.461338 0.289420 0.667269 -2.18 -0.81 -1.02
O -0.812396 -2.161712 2.099504 1.32 3.18 -1.33
C -0.308647 -1.160760 1.796111 -1.36 -3.57 2.90
C 1.275859 1.346416 -0.771520 3.52 3.46 -3.37
O 1.690946 1.697208 -1.808846 -2.08 -1.57 3.09
C -1.101906 1.312064 0.468578 -5.00 2.87 -1.67
O -1.980201 2.013759 0.200616 2.44 -2.02 0.92
C 0.906811 -1.060741 -0.552215 0.56 -3.52 -4.19
O 1.161185 -1.773767 -1.424700 -0.59 1.81 2.58
C -2.977772 -1.245670 -2.532246 -0.80 -3.03 4.78
H -2.402350 -2.134949 -2.322508 -0.53 -0.98 -0.71
H -3.465536 -0.915782 -1.626489 -1.38 0.09 -0.40
C -2.407553 -0.378068 -3.334484 3.40 3.68 -2.40
H -2.442846 0.681864 -3.146928 -0.95 0.48 -0.44
H -1.472525 -0.658982 -3.784033 -0.09 -0.36 -1.22
C 4.482607 1.954374 3.762580 0.30 -0.64 0.15
N 3.860953 0.975919 2.853159 0.99 0.20 -0.23
C 4.529665 -0.115278 2.151396 1.71 -0.88 0.10
C 2.578565 1.054627 2.414386 -1.59 -3.11 -3.44
C 1.471655 1.915413 2.732566 -0.29 1.67 1.51
O 2.330374 0.161603 1.487292 2.36 1.99 3.42
H 5.529304 1.648231 3.962034 -0.72 0.21 -0.15
H 3.897059 2.009212 4.706684 0.20 -0.10 -0.42
H 4.443640 2.961165 3.301411 -0.02 -0.30 -0.01
H 3.979605 -1.058457 2.382893 0.57 0.56 -0.08
H 4.424551 0.030501 1.048844 0.27 -0.02 0.85
H 5.598421 -0.237429 2.393185 -0.57 0.46 0.30
H 1.267318 2.615871 1.918508 0.35 0.17 -0.07
H 0.551479 1.335892 2.859109 0.17 -0.17 0.33
H 1.612512 2.497413 3.634958 -0.02 0.23 0.24
```
Forces are in eV/Å.

Its multiplicity is 5. The HOMO-LUMO gap (spin up / spin down) comes out at 5.286 / 6.100 eV. Its lowest unoccupied orbital energy (spin up / spin down) is -11.0649 / -15.0038 eV. Its expectation value of S² is 6.0390. As for the total charge: +3.

These are the Löwdin partial charges, in e, on atoms 1 to 5:
1. Ir 1.23
2. O 0.18
3. C -0.20
4. C -0.24
5. O 0.17

Please write out number 2 again, unchanged.
A single C2H2N2O2S molecule in a non-equilibrium geometry, computed with ωB97M-V/def2-TZVPD.

The geometry in XYZ format:
```
9
Properties=species:S:1:pos:R:3:forces:R:3
O -1.529370 0.087647 -2.018424 2.93 -0.93 2.38
C -0.678841 -0.171320 -1.137135 -2.91 1.18 -2.12
N 0.383968 0.590292 -0.668865 0.16 0.19 -1.22
C 0.707487 0.071049 0.454021 0.56 3.03 -0.18
S 1.825223 0.855898 1.594730 0.02 0.31 -0.10
O 0.018929 -0.931347 0.872358 -0.99 -2.57 0.19
N -0.802364 -1.320711 -0.303870 0.20 0.62 1.36
H 1.824031 2.173122 1.111544 -0.32 -1.59 -0.05
H -1.749062 -1.354629 0.095642 0.36 -0.25 -0.27
```
Forces are in eV/Å.

Its multiplicity is 1. The HOMO-LUMO gap comes out at 10.529 eV. The SMILES is O=c1nc(S)o[nH]1. Its lowest unoccupied orbital energy is 0.0457 eV.

These are the Löwdin partial charges, in e, on atoms 1 to 5:
1. O 0.05
2. C -0.49
3. N 0.14
4. C -0.80
5. S 0.84

- Which formula does entry 3 have?
  C10H13IrNO5